[1]
{"formula": "C5H4O2", "method": "the ωB97M-V functional and the def2-TZVPD basis", "elements": ["O", "C", "C", "C", "C", "C", "O", "H", "H", "H", "H"], "xyz": [[-2.25352, -0.74221, 1.05282], [-1.17873, -0.40957, 0.61142], [0.00673, 0.09744, 1.33166], [0.97954, 0.42379, 0.47239], [0.60407, 0.26148, -0.99041], [-0.74028, -0.46278, -0.88622], [-1.39433, -1.00360, -1.73972], [0.08003, 0.12767, 2.40890], [1.98827, 0.70082, 0.77680], [1.42809, -0.22705, -1.53264], [0.48011, 1.23401, -1.50501]], "atomic_forces_ev_per_a": [[0.69, 0.18, -0.47], [-0.19, 0.00, 0.42], [0.12, -0.01, -0.09], [-0.09, -0.11, -0.08], [0.47, 0.32, 0.20], [-0.60, -0.36, -0.54], [0.66, 0.45, 0.37], [-0.04, 0.00, 0.00], [-0.29, 0.15, -0.11], [-0.61, -0.28, -0.01], [-0.11, -0.33, 0.32]], "lowdin_charge": [0.126, -0.322, -0.008, -0.047, -0.089, -0.293, 0.142, 0.116, 0.115, 0.127, 0.135], "spin_multiplicity": 1, "energy_ha": -343.3708, "total_charge": 0, "smiles": "O=C1C=CCC1=O", "de_lowest_kj_mol": 56.5, "gap_ha": 0.324}

[2]
{"formula": "C5H4O2", "method": "the ωB97M-V functional and the def2-TZVPD basis", "elements": ["O", "C", "C", "C", "C", "C", "O", "H", "H", "H", "H"], "xyz": [[-1.72468, 1.89420, -0.97669], [-0.95009, 1.08037, -0.55191], [-0.59812, 0.80487, 0.83999], [0.22367, -0.23711, 1.10156], [0.59790, -1.17072, 0.08504], [0.52362, -0.71704, -1.17234], [-0.15274, 0.40019, -1.49031], [-0.94530, 1.53430, 1.56914], [0.86182, -0.35397, 1.96596], [1.06889, -2.10570, 0.36157], [1.08865, -1.12598, -2.00133]], "atomic_forces_ev_per_a": [[0.28, -0.39, 0.24], [-0.12, 0.23, -0.05], [0.30, -0.09, -0.08], [0.13, 0.15, -0.16], [0.28, 0.19, -0.19], [0.01, -0.13, 0.00], [-0.12, -0.02, -0.07], [0.29, -0.18, -0.15], [-0.87, 0.10, 0.87], [0.23, 0.23, -0.27], [-0.42, -0.10, -0.13]], "lowdin_charge": [0.116, -0.439, 0.017, -0.065, -0.075, -0.103, 0.071, 0.122, 0.115, 0.109, 0.133], "spin_multiplicity": 1, "energy_ha": -343.3752, "total_charge": 0, "smiles": "O=c1cccco1", "de_lowest_kj_mol": 45.1, "gap_ha": 0.345}

[3]
{"formula": "C5H4O2S", "method": "the ωB97M-V functional and the def2-TZVPD basis", "elements": ["C", "C", "C", "C", "C", "O", "O", "S", "H", "H", "H", "H"], "xyz": [[-0.49270, -1.37311, 0.58631], [0.42190, -0.28482, 1.13967], [-1.08297, -1.29667, -0.60421], [0.72085, 0.78215, 0.46517], [1.12758, 2.04754, 0.22264], [0.45738, 3.05001, 0.31704], [-0.50060, -0.22680, -2.99716], [-1.02005, 0.13026, -1.69654], [-0.83740, -2.18523, 1.15431], [0.59125, -0.66296, 2.13539], [-1.63241, -2.11520, -0.78279], [2.24716, 2.13483, 0.06016]], "atomic_forces_ev_per_a": [[0.61, 2.67, -1.39], [-1.63, -2.27, -0.55], [1.96, 2.70, 0.35], [-1.55, -2.79, 0.40], [2.89, 1.90, 0.20], [-0.88, 0.81, -0.22], [0.62, -0.67, -1.67], [-0.25, 0.11, 2.83], [0.25, -0.95, 1.26], [1.01, 1.17, 0.67], [-2.34, -2.62, -1.60], [-0.70, -0.06, -0.29]], "lowdin_charge": [-0.123, -0.074, -0.315, 0.009, -0.362, 0.055, -0.520, 0.966, 0.087, 0.108, 0.030, 0.140], "spin_multiplicity": 1, "energy_ha": -741.3960, "total_charge": 0, "de_lowest_kj_mol": 500.7, "gap_ha": [0.264, 0.294]}

[4]
{"formula": "C5H4O4S2", "method": "the ωB97M-V functional and the def2-TZVPD basis", "elements": ["O", "C", "O", "C", "S", "C", "C", "C", "S", "O", "O", "H", "H", "H", "H"], "xyz": [[-3.31045, -2.17734, -0.18120], [-2.87414, -1.01949, -0.23390], [-3.42048, 0.00765, -0.67529], [-1.45786, -0.89404, 0.36723], [-1.20883, 0.83800, 0.89763], [-0.25642, 1.20898, -0.55187], [0.12553, 0.19218, -1.28143], [-0.40633, -1.37368, -0.53052], [0.99380, -1.70656, 0.33170], [0.92349, -2.86920, 1.16224], [2.08617, -1.60552, -0.62470], [-1.21980, -1.45767, 1.24849], [0.07162, 2.23257, -0.73556], [0.83850, 0.23195, -2.18076], [1.24992, -0.72677, 1.23228]], "atomic_forces_ev_per_a": [[-0.68, -0.96, -0.12], [-0.09, -0.11, 0.56], [-0.20, 0.23, -0.31], [-0.59, 0.26, 0.25], [0.62, 0.99, -0.12], [0.03, 0.84, 0.66], [0.48, -3.66, -0.67], [1.78, 3.63, -2.26], [0.53, 1.12, -1.89], [-0.17, -1.55, 1.08], [1.07, -0.43, 0.11], [-1.20, -0.60, 0.92], [-0.28, -0.08, 0.09], [-1.33, -0.09, 1.50], [0.04, 0.40, 0.20]], "lowdin_charge": [-0.090, -0.806, -0.122, -0.608, 0.809, -0.518, -0.164, -0.342, 0.492, -0.416, -0.456, 0.065, 0.037, 0.085, 0.034], "spin_multiplicity": 1, "energy_ha": -1290.1533, "total_charge": -2, "smiles": "O=C([O-])[C@@H]1SC=CC1=[S@@H](=O)[O-]", "de_lowest_kj_mol": 64.9, "gap_ha": 0.202}

[5]
{"formula": "C5H4OS", "method": "the ωB97M-V functional and the def2-TZVPD basis", "elements": ["S", "C", "C", "C", "O", "C", "C", "H", "H", "H", "H"], "xyz": [[-0.20989, -0.94585, -2.15642], [0.04937, -0.20259, -0.61479], [0.07602, -0.96076, 0.57987], [0.14672, -0.48656, 1.79120], [0.33911, 0.84576, 1.99305], [0.08645, 1.64987, 0.98914], [-0.20180, 1.20528, -0.25240], [-0.10660, -2.13983, 0.47301], [0.11353, -1.10149, 2.72065], [-0.06809, 2.59890, 1.60900], [-0.23405, 1.77844, -1.20250]], "atomic_forces_ev_per_a": [[0.81, 1.51, 2.27], [-2.02, 0.02, -1.19], [-0.68, -5.55, -1.48], [0.86, 0.39, 2.29], [-0.12, -2.34, 1.70], [-1.26, 2.22, 0.80], [1.95, -0.01, -2.62], [0.60, 2.81, 0.28], [0.12, 0.86, -0.89], [0.36, -0.37, -2.49], [-0.62, 0.46, 1.32]], "lowdin_charge": [0.571, -0.736, -0.158, -0.093, 0.003, -0.118, -0.068, 0.160, 0.152, 0.170, 0.116], "spin_multiplicity": 1, "energy_ha": -666.2644, "total_charge": 0, "smiles": "S=c1ccocc1", "de_lowest_kj_mol": 190.5, "gap_ha": 0.285}

[6]
{"formula": "C5H4OS2", "method": "the ωB97M-V functional and the def2-TZVPD basis", "elements": ["S", "C", "C", "C", "O", "C", "C", "S", "H", "H", "H", "H"], "xyz": [[0.96644, 2.28955, 0.00760], [-0.15210, 1.09625, 0.05937], [-1.64047, 1.12581, 0.01340], [-2.03959, -0.23738, -0.01325], [-1.07647, -1.15688, -0.00254], [0.14331, -0.31271, 0.22444], [1.28684, -0.94247, 0.04438], [2.87384, -0.10614, 0.01373], [-2.06725, 2.01152, 0.10328], [-3.07595, -0.55649, -0.21873], [1.23270, -2.00064, -0.03452], [3.54871, -1.21044, -0.19715]], "atomic_forces_ev_per_a": [[-0.24, 0.11, 0.02], [-1.94, -0.70, 0.92], [3.68, -6.41, -0.12], [-0.87, 3.43, -0.82], [1.42, 2.10, 1.04], [-1.21, -0.73, -1.88], [1.98, 0.66, 0.48], [-1.65, -0.01, 0.09], [-2.73, 3.40, 0.04], [0.78, -0.20, 0.47], [0.36, -0.74, -0.15], [0.41, -0.92, -0.10]], "lowdin_charge": [0.675, -0.747, -0.019, -0.100, 0.011, -0.325, -0.361, 0.760, 0.046, 0.136, 0.084, -0.159], "spin_multiplicity": 1, "energy_ha": -1064.4591, "total_charge": 0, "smiles": "S=C1C=CO/C1=C/S", "de_lowest_kj_mol": 120.9, "gap_ha": 0.280}

[7]
{"formula": "C5H4S", "method": "the ωB97M-V functional and the def2-TZVPD basis", "elements": ["C", "C", "C", "C", "C", "S", "H", "H", "H", "H"], "xyz": [[1.38819, -0.76706, 1.45643], [1.67422, -0.50277, 2.72803], [-0.55254, -0.30851, 0.17712], [0.94732, -0.49547, 0.09224], [0.36414, 0.79526, 0.62723], [0.72873, 1.01498, 2.40957], [-0.99679, -0.05857, -0.68866], [-1.13972, -0.75962, 1.05722], [1.60957, -0.78131, -0.65768], [0.49282, 1.65066, -0.05240]], "atomic_forces_ev_per_a": [[1.64, -0.08, 3.66], [-0.98, -1.24, -3.98], [1.02, -0.66, 3.90], [-0.95, -1.12, 3.61], [-0.06, 1.46, -1.61], [0.01, 0.82, 0.07], [-1.91, 0.41, -2.81], [0.93, 0.31, -1.88], [0.60, 0.20, -1.69], [-0.31, -0.10, 0.72]], "lowdin_charge": [-0.215, -0.287, -0.088, -0.224, -0.501, 0.854, 0.063, 0.156, 0.122, 0.121], "spin_multiplicity": 1, "energy_ha": -590.8859, "total_charge": 0, "de_lowest_kj_mol": 434.8, "gap_ha": 0.304}

[8]
{"formula": "C5H4S3", "method": "the ωB97M-V functional and the def2-TZVPD basis", "elements": ["C", "C", "C", "C", "C", "H", "H", "H", "H", "S", "S", "S"], "xyz": [[-2.08894, 0.12645, 0.01113], [0.21323, -1.47195, -0.52457], [1.25642, -0.66075, -0.49437], [1.30222, 0.58891, 0.31928], [0.37883, 1.54575, 0.45264], [0.51156, -2.51301, -0.88464], [2.22320, -0.72961, -1.13382], [2.15668, 0.50797, 1.05535], [0.29395, 2.29137, 1.32230], [-3.70458, 0.04640, -0.07770], [-1.35003, -1.41380, 0.35240], [-1.19256, 1.68228, -0.39799]], "atomic_forces_ev_per_a": [[0.20, 0.83, -0.92], [0.89, -2.43, 0.18], [1.55, 2.69, -0.97], [0.19, -0.58, 1.08], [-0.97, 0.55, 1.67], [-1.26, 1.35, -0.01], [-1.82, -0.82, 1.21], [-0.86, 0.69, -0.87], [1.08, -1.14, -1.44], [-0.02, 0.60, 0.19], [1.31, -0.01, -0.31], [-0.29, -1.75, 0.18]], "lowdin_charge": [-1.465, -0.418, -0.203, -0.194, -0.441, 0.093, 0.141, 0.127, 0.087, 0.593, 0.849, 0.832], "spin_multiplicity": 1, "energy_ha": -1387.3948, "total_charge": 0, "de_lowest_kj_mol": 165.0, "gap_ha": 0.302}

[9]
{"formula": "C5H5AgFO4", "method": "the ωB97M-V functional and the def2-TZVPD basis", "elements": ["C", "H", "H", "C", "O", "Ag", "H", "O", "O", "O", "C", "C", "C", "H", "H", "F"], "xyz": [[0.29647, -1.03221, 1.96153], [-0.42511, -0.66929, 1.13989], [0.77774, -1.95075, 1.59070], [1.34662, -0.11426, 2.40197], [2.21398, 0.38566, 1.67683], [2.65834, 0.93722, -0.15184], [1.47945, 0.00857, 3.49088], [-0.68115, 1.45472, -2.49461], [-0.26375, -0.31957, -1.35318], [1.32337, 1.25168, -1.52946], [-1.94299, 0.78986, -2.33446], [-1.70549, -0.23678, -1.35512], [0.21768, 0.78598, -1.85117], [-2.78575, 1.47565, -2.37947], [-0.35623, -1.24121, 2.82521], [-2.15318, -1.52527, -1.63770]], "atomic_forces_ev_per_a": [[-2.21, -0.04, -0.73], [1.49, -0.26, 1.09], [-0.19, 0.17, 0.16], [1.80, 0.34, -0.37], [-1.36, -1.01, 3.49], [2.48, 0.06, -0.20], [-0.16, 0.25, -0.20], [-2.17, 0.36, -1.32], [-1.30, -1.30, 1.31], [-3.97, -0.42, -4.06], [0.25, 2.72, -1.18], [1.49, -4.48, -0.01], [2.83, 1.66, 2.11], [0.21, -0.30, -0.12], [0.36, -0.27, -0.38], [0.45, 2.52, 0.43]], "lowdin_charge": [-0.028, 0.102, 0.116, -0.221, -0.129, 0.895, 0.145, 0.167, 0.143, -0.016, 0.131, -0.098, -0.547, 0.148, 0.096, 0.096], "spin_multiplicity": 3, "energy_ha": -740.8672, "total_charge": 1, "s_squared": 2.01, "de_lowest_kj_mol": 0.0, "gap_ha": [0.331, 0.266]}

[10]
{"formula": "C5H5AgO3", "method": "the ωB97M-V functional and the def2-TZVPD basis", "elements": ["O", "C", "O", "Ag", "H", "O", "C", "C", "C", "C", "H", "H", "H", "H"], "xyz": [[0.90601, -0.90953, -2.01901], [1.12666, -1.23783, -0.82034], [0.09793, -1.71892, -0.09990], [-0.45995, 0.46952, -2.39072], [2.13111, -1.59576, -0.54114], [-2.39036, 2.06030, -0.23001], [-1.15160, 1.65203, -0.54356], [-0.22315, 1.14096, 0.18577], [0.65287, 0.29366, 0.80810], [0.16586, -1.09182, 1.20943], [-2.46268, 3.01466, -0.33473], [1.54383, 0.69712, 1.29700], [0.90044, -1.61878, 1.83309], [-0.83696, -1.15562, 1.64602]], "atomic_forces_ev_per_a": [[2.76, -1.98, 3.28], [-1.09, -2.49, -4.12], [0.26, 0.48, -0.15], [-2.05, 1.90, -0.73], [-0.01, 0.87, 0.40], [0.84, -0.06, -0.84], [0.04, -0.64, 2.34], [0.03, -0.68, -0.62], [-1.14, 1.88, 1.58], [0.59, 0.06, -0.37], [-0.22, 0.40, -0.17], [-0.09, -0.13, -0.38], [-0.24, 0.20, -0.06], [0.33, 0.18, -0.14]], "lowdin_charge": [-0.092, -0.296, -0.017, 0.897, 0.186, 0.083, -0.178, 0.000, -0.053, -0.094, 0.135, 0.137, 0.140, 0.151], "spin_multiplicity": 2, "energy_ha": -565.7588, "total_charge": 1, "s_squared": 0.80, "gap_ha": [0.327, 0.270]}